(1)
The following is a quantum chemistry calculation of a cluster of 2 separate species, C5H5IN3O2 in total in a non-equilibrium geometry, from the Open Molecules 2025 dataset.

Cartesian coordinates (Å):
C1 1.75 0.69 2.59
C2 2.73 0.38 3.37
C3 0.55 -1.47 -0.67
C4 -1.09 1.77 0.71
C5 -0.27 -3.62 0.24
N1 0.93 1.04 1.79
N2 0.48 -2.64 -0.41
N3 0.10 1.13 0.99
O1 3.43 0.09 4.23
O2 0.83 -0.39 -0.95
I1 -0.62 -3.13 2.32
H1 -0.80 2.63 0.01
H2 -1.67 1.04 -0.02
H3 -1.63 2.17 1.64
H4 -1.17 -3.98 -0.31
H5 0.51 -4.43 0.39

Results
net charge: +1
E: -21919.344 eV
energy relative to the best compared isomer or geometry (same formula, charge and spin): 86.7 kcal per mole


(2)
The following is a quantum chemistry calculation of the molecule C5H9NO in a non-equilibrium geometry, from the Open Molecules 2025 dataset.

Cartesian coordinates (Å):
C1 -0.57 0.85 -1.84
C2 -0.70 -0.13 -0.67
C3 0.59 -0.25 0.19
O1 1.49 0.83 -0.03
C4 0.32 -0.16 1.69
C5 -0.25 -1.38 2.27
N1 -0.66 -2.35 2.74
H1 -0.18 0.36 -2.75
H2 -1.54 1.29 -2.07
H3 0.10 1.69 -1.63
H4 -0.98 -1.13 -1.04
H5 -1.53 0.16 -0.03
H6 1.09 -1.21 -0.02
H7 1.90 0.71 -0.90
H8 -0.36 0.68 1.89
H9 1.27 0.05 2.20

Results
SMILES: CC[C@@H](O)CC#N
E: -8867.955 eV
energy relative to the best compared isomer or geometry (same formula, charge and spin): 29.0 kcal per mole


(3)
The following is a quantum chemistry calculation of a structure of composition C5H10N2O2 in a non-equilibrium geometry, from the Open Molecules 2025 dataset.

Cartesian coordinates (Å):
C1 1.51 -0.65 0.60
C2 1.33 0.92 -2.05
C3 -2.15 -1.22 1.53
N1 0.43 0.26 -1.10
C4 -0.69 1.26 -0.42
C5 -1.43 -0.03 0.99
O1 1.59 0.32 1.49
N2 -1.84 0.56 -0.08
O2 -0.53 2.46 -0.42
H1 0.72 0.31 1.97
H2 0.02 -0.59 -1.45
H3 2.41 -0.74 0.01
H4 0.90 -1.51 0.84
H5 2.07 0.22 -2.44
H6 1.82 1.73 -1.53
H7 0.76 1.30 -2.90
H8 -1.60 -2.12 1.21
H9 -2.17 -1.16 2.62
H10 -3.16 -1.31 1.13

Results
E: -12417.247 eV
energy relative to the best compared isomer or geometry (same formula, charge and spin): 143.6 kcal per mole


(4)
The following is a quantum chemistry calculation of a structure of composition N2OS2 in a non-equilibrium geometry, from the Open Molecules 2025 dataset.

Cartesian coordinates (Å):
N1 -0.42 0.83 -0.72
N2 1.38 0.18 0.27
O1 -1.20 0.33 -0.05
S1 1.06 -1.18 0.76
S2 -0.86 -1.78 0.38

Results
E: -26692.524 eV
energy relative to the best compared isomer or geometry (same formula, charge and spin): 30.7 kcal per mole


(5)
The following is a quantum chemistry calculation of a structure of composition C48H38As3F6MoN2PS2 in a non-equilibrium geometry, from the Open Molecules 2025 dataset.

Cartesian coordinates (Å):
Mo1 0.17 0.08 0.19
C1 -0.33 -1.10 -3.27
C2 1.17 -0.94 -3.01
As1 1.40 0.73 -1.97
C3 3.22 1.44 -1.90
C4 3.92 1.47 -0.70
C5 5.18 2.02 -0.65
C6 5.76 2.55 -1.79
C7 5.07 2.51 -2.99
C8 3.80 1.97 -3.05
C9 0.62 2.04 -3.20
C10 0.75 1.94 -4.59
C11 0.28 2.94 -5.41
C12 -0.35 4.06 -4.87
C13 -0.48 4.17 -3.50
C14 0.02 3.18 -2.67
As2 -1.32 -1.05 -1.56
C15 -2.08 -2.83 -1.31
C16 -1.79 -3.94 -2.10
C17 -2.42 -5.15 -1.84
C18 -3.34 -5.26 -0.82
C19 -3.64 -4.15 -0.03
C20 -3.01 -2.95 -0.27
C21 -3.03 -0.30 -2.14
C22 -3.81 0.51 -1.33
C23 -5.04 0.97 -1.76
C24 -5.53 0.59 -3.00
C25 -4.78 -0.26 -3.80
C26 -3.54 -0.71 -3.38
H1 -0.70 -0.27 -3.89
H2 -0.53 -2.04 -3.80
H3 1.76 -0.92 -3.94
H4 1.55 -1.76 -2.40
H5 3.50 1.04 0.20
H6 5.72 2.03 0.29
H7 6.74 2.99 -1.74
H8 5.52 2.90 -3.89
H9 3.26 1.96 -3.99
H10 1.23 1.07 -5.03
H11 0.40 2.87 -6.48
H12 -0.73 4.83 -5.52
H13 -0.96 5.04 -3.07
H14 -0.07 3.28 -1.59
H15 -1.06 -3.88 -2.89
H16 -2.19 -6.01 -2.45
H17 -3.83 -6.20 -0.63
H18 -4.36 -4.24 0.77
H19 -3.23 -2.07 0.34
H20 -3.45 0.79 -0.34
H21 -5.62 1.63 -1.13
H22 -6.49 0.95 -3.35
H23 -5.17 -0.58 -4.76
H24 -2.96 -1.39 -4.00
C27 4.02 0.91 4.42
C28 3.78 -0.27 3.74
C29 2.51 -0.58 3.31
C30 1.46 0.30 3.57
C31 1.70 1.49 4.26
C32 2.97 1.78 4.70
P1 -0.11 0.03 2.72
C33 -1.50 0.37 3.80
C34 -1.33 0.37 5.18
C35 -2.45 0.40 5.99
C36 -3.72 0.44 5.43
C37 -3.88 0.46 4.06
C38 -2.77 0.42 3.24
C39 -0.19 -1.74 2.38
C40 -0.17 -2.79 3.29
C41 0.05 -4.06 2.79
C42 0.25 -4.25 1.43
C43 0.17 -3.19 0.54
C44 -0.07 -1.90 1.00
H25 5.03 1.15 4.73
H26 4.59 -0.95 3.52
H27 2.32 -1.50 2.76
H28 0.88 2.19 4.43
H29 3.15 2.70 5.24
H30 -0.35 0.32 5.62
H31 -2.34 0.38 7.06
H32 -4.59 0.47 6.08
H33 -4.87 0.50 3.62
H34 -2.88 0.43 2.16
H35 -0.29 -2.61 4.34
H36 0.11 -4.90 3.46
H37 0.48 -5.24 1.05
H38 0.34 -3.38 -0.52
S1 1.34 2.14 1.04
C45 -0.22 2.89 1.07
S2 -1.46 1.93 0.37
C46 -0.45 4.14 1.62
C47 -1.74 4.69 1.59
N1 -2.80 5.13 1.54
C48 0.58 4.87 2.25
N2 1.42 5.43 2.78
F1 2.30 -1.07 0.06
As3 3.80 -2.30 -0.23
F2 2.67 -3.30 -1.12
F3 3.26 -3.06 1.25
F4 5.10 -3.34 -0.51
F5 4.72 -1.15 0.67
F6 3.97 -1.34 -1.70

Results
2S+1: 4
net charge: +1
E: -285004.222 eV
energy relative to the best compared isomer or geometry (same formula, charge and spin): 15.7 kcal per mole